{
  "formula": "C38H86O19S12",
  "method": "wB97M-V/def2-TZVPD",
  "e_tot_ev": -209718.979,
  "gap_ev": 8.94,
  "e_homo_ev": -8.547,
  "lumo_energy_ev": 0.39,
  "elements": ["S", "S", "S", "S", "S", "S", "S", "S", "S", "S", "S", "S", "O", "O", "O", "O", "O", "O", "O", "O", "O", "O", "O", "O", "O", "O", "O", "O", "O", "O", "O", "C", "C", "C", "C", "C", "C", "C", "C", "C", "C", "C", "C", "C", "C", "C", "C", "C", "C", "C", "C", "C", "C", "C", "C", "C", "C", "C", "C", "C", "C", "C", "C", "C", "C", "C", "C", "C", "C", "H", "H", "H", "H", "H", "H", "H", "H", "H", "H", "H", "H", "H", "H", "H", "H", "H", "H", "H", "H", "H", "H", "H", "H", "H", "H", "H", "H", "H", "H", "H", "H", "H", "H", "H", "H", "H", "H", "H", "H", "H", "H", "H", "H", "H", "H", "H", "H", "H", "H", "H", "H", "H", "H", "H", "H", "H", "H", "H", "H", "H", "H", "H", "H", "H", "H", "H", "H", "H", "H", "H", "H", "H", "H", "H", "H", "H", "H", "H", "H", "H", "H", "H", "H", "H", "H"],
  "coordinates": [[2.61610, -2.93810, 5.33442], [0.13005, 1.47992, -5.33827], [3.50821, -4.36745, 0.16009], [-0.78847, 5.13888, -1.81519], [-3.31787, 2.49477, -1.03685], [0.48128, -1.35359, 0.64767], [-4.72964, -0.87095, 2.42761], [4.41445, -0.99765, -2.05075], [-2.24735, -2.47329, -3.46641], [-1.51396, 1.81115, 3.42039], [3.79073, 3.61632, 1.58529], [-0.10388, -4.51482, 2.48171], [3.58421, 2.39475, 0.81077], [1.19107, 2.27814, -4.69801], [-3.01060, -1.40367, -4.07409], [-0.87824, -1.80253, 1.10108], [-1.97547, 2.64915, -1.47809], [5.18111, -2.27041, -2.21300], [1.44146, -2.06330, 4.89211], [-2.86536, -3.66711, -2.92650], [0.48649, 0.16568, -5.71842], [-3.95740, 1.17778, -1.10651], [0.48440, -5.82507, 2.88289], [-0.38280, 2.77009, 3.17215], [-4.43338, 0.40925, 3.00989], [2.26035, -3.97029, -0.48944], [-1.55115, 5.33702, -0.56962], [-4.65426, -1.98324, 3.36570], [-1.41477, 5.08719, -3.14425], [4.58540, 4.66039, 0.89522], [4.20269, -3.39064, 0.90918], [-0.89805, -3.01696, -4.47309], [-1.18222, -4.82151, 1.05550], [3.53624, -6.99681, 0.17805], [0.13238, -1.96870, -2.57160], [0.29539, 0.34666, 0.12228], [3.33876, 3.01626, 4.16059], [-2.77574, 2.80250, 4.27932], [-6.30046, -0.66285, 1.63597], [1.89229, 4.48607, -1.77605], [-4.96366, 3.39236, 0.71906], [0.47378, 6.51214, -2.00837], [0.23337, -3.22339, -3.50452], [-4.89377, -2.07275, 0.16782], [-3.78338, -1.37565, 1.01199], [5.36380, 0.16429, -1.20435], [-1.04514, 0.73132, 4.78023], [-5.52163, 3.66455, -0.73836], [1.78923, 5.98465, -1.41840], [1.39878, -0.98051, 2.12490], [3.27851, -5.79885, 1.14062], [4.46941, 3.06569, 3.17143], [-0.59972, 2.31428, -6.72981], [1.99859, -4.50953, 5.66265], [-1.38885, 1.45341, -4.48824], [-1.43557, -4.06391, 3.64398], [4.54102, -5.18054, -1.15115], [2.22276, 4.37924, 2.39673], [4.74826, -6.61488, -0.62499], [-3.48233, 3.05990, 0.61366], [0.49058, 3.82314, -1.72837], [2.43568, 4.26339, 3.89150], [-2.19155, 2.66963, -4.94132], [4.48340, -0.26976, -3.68990], [-4.35552, 3.75484, -1.75603], [-6.22097, -1.32695, 0.25335], [-1.47808, 3.36664, -6.08642], [-1.24952, -1.85181, -2.03164], [3.49934, -3.28668, 3.84098], [2.53832, 3.97513, -1.12613], [0.23614, 3.18038, -0.83088], [1.87557, 6.21282, -0.36780], [-1.26845, -3.81672, -5.09829], [0.18388, 3.19637, -2.57255], [2.43361, -1.07223, 1.81953], [-7.04480, -1.95964, 0.04638], [-7.10190, -1.01870, 2.27301], [-3.47010, 3.12553, 3.51899], [4.47117, -3.75033, 4.00737], [0.99123, -0.07933, 2.58865], [4.27067, 0.77359, -3.63560], [-3.28527, -0.61234, 0.48977], [-6.31744, 0.48836, 1.62924], [-5.44697, 2.63605, 1.31175], [5.48542, -0.49460, -4.03947], [-2.20001, 3.76741, -6.79579], [-1.24056, 1.61395, -7.20429], [0.50454, 6.79138, -3.07392], [2.15737, 5.41316, 2.03183], [3.66286, -2.39663, 3.28068], [1.63237, -4.59825, 6.64695], [3.70575, 2.97330, 5.22743], [1.26936, -4.90864, 4.96814], [1.45138, 4.14006, 4.36108], [2.33205, 4.29673, -2.80019], [-5.10174, 4.29278, 1.34012], [0.39696, -1.04707, -3.14734], [1.18944, -3.43340, -3.96648], [4.82177, 1.12219, -1.27025], [-1.95904, 0.10343, 5.02209], [2.66539, -7.06267, -0.54281], [-2.05987, -4.93302, 3.53886], [-1.53259, -2.56902, -1.21464], [-4.57167, -2.11984, -0.84678], [-0.75463, 1.26830, 5.66076], [1.11791, -1.79152, 2.77789], [5.43429, -4.53148, -1.30067], [2.93532, 5.19148, 4.26334], [-1.26293, 1.41709, -3.35757], [-6.15125, 2.84417, -1.07241], [-0.92808, -4.05024, 4.60539], [-0.66233, -4.43742, 0.16847], [-6.24457, -0.57395, -0.54166], [3.61337, -7.94189, 0.70731], [1.36060, 3.81069, 2.07993], [-2.21643, 3.54682, 4.81534], [3.71026, -0.73544, -4.33148], [-1.91179, -3.08898, 3.32128], [-6.18976, 4.59583, -0.80494], [5.34600, 0.04239, -0.10346], [-0.00105, -4.06905, -2.85027], [-4.98168, -3.13842, 0.48604], [-3.86444, 4.71982, -1.77421], [-0.85464, 4.21935, -5.76012], [-1.66252, -0.82469, -1.82116], [4.85926, -7.36025, -1.39976], [5.62346, -6.79194, 0.03117], [-3.08040, -2.06891, 1.43946], [4.93703, 2.15374, 2.87925], [-1.85121, 0.55035, -4.82329], [6.34570, 0.28823, -1.69255], [3.85412, -5.19525, -2.00476], [-4.61774, 3.57945, -2.79155], [-2.25560, 3.35164, -4.08252], [4.04777, -5.79122, 1.96036], [-3.25934, 2.37845, -5.27344], [-2.79068, 3.86856, 0.74359], [-3.21529, 2.19929, 1.27832], [2.66039, 2.15603, 4.11150], [-0.64661, -2.18306, -5.09876], [2.72860, -5.32700, 5.54365], [0.06444, 7.34607, -1.49077], [-0.18106, 0.08047, 4.48679], [-1.22440, -5.92271, 1.04106], [2.66903, 6.51806, -1.90477], [2.22071, -5.78882, 1.51515], [-2.20514, -4.40385, 1.16898], [-0.42706, 0.41102, -0.74455], [-3.33862, 2.22303, 4.97993], [0.94581, -1.95075, -1.87523], [2.84562, -3.96958, 3.26622], [-0.20823, 0.84941, 0.91980], [5.19240, 3.74526, 3.65686], [1.25163, 0.84299, -0.06307], [0.16008, 2.70091, -7.41217]],
  "forces_ev_per_angstrom": [[-0.4, 2.5, -0.1], [1.4, 2.0, 0.3], [-1.1, -0.9, -2.7], [1.7, 1.4, -0.7], [-1.1, -0.7, 0.2], [0.1, 0.0, -0.1], [0.4, -1.0, 1.3], [-1.5, -1.4, -0.6], [0.3, 0.1, 1.9], [0.0, 0.0, 0.2], [0.3, 1.6, -0.4], [-0.1, 1.9, -0.6], [-0.6, 0.6, 0.5], [-1.6, -0.4, -0.6], [0.0, -0.5, -0.1], [-0.1, 0.2, 0.1], [1.5, -0.6, -0.7], [0.1, 0.0, 0.3], [0.9, -0.9, 0.6], [-0.7, 0.0, -0.5], [0.7, -2.3, -0.5], [0.4, 1.1, -0.3], [-0.2, -0.6, 0.4], [0.0, -0.1, 0.1], [0.7, 1.1, 0.0], [0.5, -0.5, 0.6], [0.6, -0.3, -1.5], [-0.5, 0.2, -0.7], [-0.4, -0.1, 1.4], [-1.2, -1.3, 1.4], [1.2, 1.5, 1.1], [-0.1, 0.5, -0.6], [-0.1, -0.5, 0.0], [-1.9, 1.1, -0.3], [2.1, 0.9, -1.5], [-1.0, 0.2, -1.2], [-1.4, -0.2, 1.3], [0.4, -0.8, -0.3], [-0.3, 1.7, -0.4], [-1.1, -0.2, -1.6], [0.0, 1.6, -0.1], [-0.3, -0.8, 0.1], [-0.9, 0.0, 1.5], [0.8, -1.1, 0.5], [-1.8, -1.2, 0.3], [0.6, 2.0, 0.8], [-0.5, -1.5, -0.2], [-1.3, 1.1, -0.2], [0.9, 0.7, -1.9], [-0.9, -0.5, -0.3], [-0.6, -1.4, 0.8], [0.4, 0.8, 0.4], [0.7, 1.3, 0.1], [0.2, -2.7, -0.8], [-0.4, 0.3, 2.1], [0.7, 0.3, -0.9], [0.1, 0.2, 0.9], [1.0, -0.2, -1.1], [1.0, -0.4, 0.3], [-0.2, -1.4, 0.7], [-1.1, -0.7, 1.1], [0.7, 0.4, 0.5], [-1.8, 0.3, 0.7], [-0.4, -0.6, -0.1], [-0.8, -0.2, 0.9], [0.7, 1.2, 0.1], [0.5, 0.9, -0.4], [-2.0, -0.1, -0.3], [-0.4, -1.5, -0.5], [0.9, -0.7, 1.1], [0.6, 1.0, -0.7], [-0.2, -0.3, 0.4], [0.1, -0.5, 0.1], [0.6, 0.2, -0.1], [0.4, 0.6, 0.4], [-0.8, -0.8, 0.1], [0.0, -0.1, 0.2], [0.0, 0.6, -0.1], [-0.1, -0.1, 0.3], [0.7, 0.2, -0.2], [0.0, 0.9, 0.0], [0.5, 1.2, -0.5], [-0.4, -1.8, -0.3], [-0.5, -0.6, -0.4], [0.1, 0.1, -0.3], [0.1, 0.0, -0.1], [-0.3, -1.0, -0.6], [0.1, -0.6, 0.4], [0.1, -0.4, 0.0], [-0.1, 0.8, -0.2], [-0.5, 0.3, 1.2], [-0.2, 0.3, -1.2], [-0.6, 0.7, -0.4], [0.4, 0.1, 0.0], [-0.6, 0.6, 0.9], [0.2, -0.1, -0.4], [-0.5, -0.6, -0.1], [0.2, 0.4, -0.1], [0.1, -0.2, -0.3], [1.1, 0.6, -0.4], [0.7, 0.0, 0.9], [-0.8, -0.1, 0.4], [0.5, 0.8, -0.7], [0.3, 0.0, -0.8], [0.1, 0.6, 0.4], [0.3, -0.4, 0.3], [-0.8, -0.6, -0.1], [-0.4, -0.7, -0.1], [0.0, 0.0, -1.5], [-0.1, -0.2, 0.2], [-0.3, 0.3, 0.2], [-0.3, -0.1, 0.2], [0.1, 0.1, 0.3], [0.1, 0.0, 0.0], [-0.2, -0.3, -0.2], [0.1, 0.7, -0.1], [0.5, 0.1, 0.4], [0.6, -1.2, 0.5], [1.1, -1.3, 0.3], [0.5, -0.7, -0.7], [0.1, -0.2, -0.1], [-0.1, 0.8, 0.0], [0.5, 0.0, 0.5], [-0.3, -0.4, 0.1], [0.6, -1.0, -0.1], [0.2, 0.1, -0.6], [-0.1, 0.7, -0.4], [0.4, -0.2, -0.1], [0.4, -0.8, 0.2], [-0.2, -0.8, 0.0], [-0.2, -0.2, 0.6], [0.5, 0.2, 0.0], [-0.2, -0.6, -0.1], [-0.3, -0.2, -0.4], [-0.9, 0.1, -0.7], [1.7, 0.2, 0.6], [0.3, 0.5, 0.1], [-0.1, 0.6, -0.6], [0.4, -0.1, -0.5], [0.1, 0.6, -0.6], [0.5, 0.7, 0.3], [-0.3, 0.7, 0.6], [-0.9, 0.5, 0.1], [-0.1, 0.3, -0.2], [-1.1, -0.5, 0.6], [1.1, 0.0, 0.1], [0.8, -0.1, -0.1], [1.2, -0.1, 0.7], [-0.3, -0.6, 0.4], [0.1, -0.5, 0.9], [0.4, 0.4, 0.0], [-0.3, 0.5, 0.8], [0.0, 0.0, -1.0], [0.0, -0.2, -0.2], [0.0, -0.2, 0.1]]
}